The following is a quantum chemistry calculation of a structure of composition C43H36Cl2F3O2P2ReS4Sb in a non-equilibrium geometry, from OMol25.

Summary:
LUMO level (alpha / beta) = 0.136 / 0.122 hartree
Total charge = -2
⟨S²⟩ = 0.76
Strongest force on any atom = 1.08 eV/Å
E_HOMO (alpha / beta) = -2.20 / -2.28 eV
DFT total energy = -5624.79720 Ha
Frontier orbital gap (alpha / beta) = 5.90 / 5.60 eV
Multiplicity = 2

The geometry in XYZ format:
```
94
Properties=species:S:1:pos:R:3:forces:R:3
Re -0.3598 -0.1802 0.0212 0.9 -0.2 0.6
S 5.2057 0.5607 -0.0206 0.0 0.1 0.0
Sb 4.8380 -0.4728 1.9641 0.0 -0.1 0.0
S 2.4830 -1.3085 1.9076 -0.1 0.2 0.0
S 1.7943 -0.7567 0.0190 -0.1 -0.1 0.0
S 5.0899 0.6958 3.9214 -0.1 0.0 0.0
C -1.8660 2.1771 2.0537 0.0 0.0 0.0
C -3.0929 1.4025 1.6028 0.0 -0.1 0.0
P -2.7914 0.4257 0.0654 -0.3 0.2 -0.1
C -3.5299 1.4116 -1.2998 0.0 0.1 0.0
C -3.0389 1.1695 -2.5790 0.0 0.0 0.0
C -3.5407 1.8551 -3.6744 0.0 0.0 0.0
C -4.5342 2.8072 -3.5000 0.0 0.0 0.0
C -5.0384 3.0501 -2.2305 0.0 0.0 0.0
C -4.5449 2.3500 -1.1380 0.0 0.0 0.0
C -4.1354 -0.8210 0.2561 0.0 -0.1 0.0
C -5.0098 -1.1105 -0.7870 0.0 0.0 0.0
C -6.0166 -2.0538 -0.6265 0.0 0.0 0.0
C -6.1637 -2.7200 0.5787 0.0 0.0 0.0
C -5.2851 -2.4507 1.6194 0.0 0.0 0.0
C -4.2760 -1.5180 1.4564 0.0 0.0 0.0
P -0.2920 1.1847 1.9160 0.0 0.0 -0.2
C -0.0845 0.6237 3.6547 0.0 0.0 0.0
C -1.1667 0.1208 4.3741 0.0 0.0 0.0
C -1.0095 -0.3225 5.6779 0.0 0.0 0.0
C 0.2422 -0.2819 6.2791 0.0 0.0 0.0
C 1.3271 0.2083 5.5690 0.0 0.0 0.0
C 1.1630 0.6620 4.2683 0.0 0.1 0.1
C 0.9291 2.5717 1.8988 0.0 0.0 0.1
C 0.6278 3.8051 2.4805 0.0 0.0 0.1
C 1.5640 4.8273 2.5028 0.0 0.0 0.0
C 2.8287 4.6292 1.9641 0.0 0.0 0.0
C 3.1459 3.4064 1.3992 0.1 0.0 0.0
C 2.1974 2.3944 1.3605 0.0 -0.1 -0.1
H -1.9888 2.5107 3.0858 0.0 0.0 0.0
H -1.7265 3.0643 1.4348 0.0 0.0 0.0
H -3.9652 2.0474 1.4939 0.0 0.0 0.0
H -3.3596 0.6612 2.3537 0.0 0.0 0.0
H -2.2426 0.4462 -2.6999 0.0 0.0 0.0
H -3.1359 1.6531 -4.6577 0.0 0.0 0.0
H -4.9089 3.3640 -4.3506 0.0 0.0 0.0
H -5.8171 3.7902 -2.0859 0.0 0.0 0.0
H -4.9713 2.5429 -0.1612 0.0 0.0 0.0
H -4.9091 -0.6081 -1.7394 0.0 0.0 0.0
H -6.6817 -2.2670 -1.4545 0.0 0.0 0.0
H -6.9465 -3.4589 0.7027 0.0 0.0 0.0
H -5.3646 -2.9902 2.5554 0.0 0.0 0.0
H -3.5605 -1.3773 2.2559 0.0 0.0 0.0
H -2.1449 0.0441 3.9156 0.0 0.0 0.0
H -1.8647 -0.7108 6.2191 0.0 0.0 0.0
H 0.3704 -0.6383 7.2949 0.0 0.0 0.0
H 2.3190 0.2340 6.0031 0.0 0.0 0.0
H 2.0305 1.0441 3.7476 0.0 0.0 0.0
H -0.3369 3.9798 2.9387 0.0 0.0 0.0
H 1.3061 5.7793 2.9534 0.0 0.0 0.0
H 3.5634 5.4254 1.9917 0.0 0.0 0.0
H 4.1273 3.2139 0.9810 0.0 0.0 0.0
H 2.4604 1.4622 0.8792 0.0 0.0 0.0
C -1.3169 5.6504 -4.2945 0.0 0.0 0.0
C -1.6751 5.8590 -2.9705 0.0 0.0 0.0
C -1.4399 4.8754 -2.0220 0.0 -0.1 0.0
C -0.8307 3.6626 -2.3608 0.0 0.1 -0.1
C -0.4868 3.4663 -3.7049 0.0 0.0 0.1
C -0.7232 4.4458 -4.6539 0.0 0.0 0.0
C -0.7076 2.6133 -1.3331 0.2 0.0 0.1
C 0.1462 1.5662 -1.2260 -0.6 0.0 -0.2
C 1.3836 1.6363 -2.0454 0.1 0.0 0.0
C 2.1544 2.8062 -2.0227 0.0 -0.1 0.0
C 3.3353 2.9049 -2.7374 0.0 0.0 0.0
C 3.7823 1.8355 -3.5021 0.0 0.0 0.0
C 3.0458 0.6611 -3.5195 0.0 0.0 0.0
C 1.8743 0.5593 -2.7852 0.0 0.0 0.0
H -1.5079 6.4123 -5.0413 0.0 0.0 0.0
H -2.1436 6.7911 -2.6742 0.0 0.0 0.0
H -1.7341 5.0386 -0.9901 0.0 0.0 0.0
H -0.0332 2.5294 -4.0014 0.0 0.0 0.0
H -0.4489 4.2630 -5.6867 0.0 0.0 0.0
H -1.5006 2.7098 -0.5992 0.0 0.0 0.0
H 1.8225 3.6356 -1.4100 0.0 0.0 0.0
H 3.9200 3.8167 -2.6841 0.0 0.0 0.0
H 4.7159 1.9046 -4.0478 0.0 0.0 0.0
H 3.3934 -0.1968 -4.0825 0.0 0.0 0.0
H 1.3395 -0.3805 -2.7725 0.1 0.0 0.1
F -0.0181 -3.1300 0.8762 0.1 0.1 0.0
C -0.9552 -2.1415 0.9432 -0.2 0.1 0.0
F -1.2689 -2.1049 2.3066 0.0 0.0 0.0
F -2.0653 -2.7394 0.3908 0.0 0.0 0.0
Cl 0.7098 -1.9527 -5.0985 0.1 0.0 0.0
C -0.5964 -1.2366 -4.1348 -0.1 -0.1 0.0
Cl -2.0982 -1.1760 -5.1050 0.0 0.0 0.0
C -0.8466 -2.0557 -2.8205 -0.1 -0.1 0.0
O -1.1178 -3.2354 -2.9374 0.0 0.0 0.0
O -0.7704 -1.3383 -1.7810 0.0 0.2 -0.3
H -0.3181 -0.2095 -3.9310 0.0 0.0 0.0
```
Forces are in eV/Å.